(1)
Density functional theory data (the ωB97M-V functional and the def2-TZVPD basis) for a cluster of 10 separate species, C27H56BF6N2O13S in total.

```
106
Properties=species:S:1:pos:R:3:forces:R:3
C -1.506784 2.412877 1.341069 0.0 -0.5 -1.2
C -1.259963 1.477697 0.070532 -0.9 1.3 2.5
F -1.241041 2.391425 -1.065451 0.2 -0.8 0.2
C -2.416969 0.490235 -0.004322 -1.1 -0.3 -1.6
C -2.057317 -0.824381 -0.810133 -0.3 1.7 1.2
C -1.866819 -0.303733 -2.266917 0.7 -1.5 -0.1
C -0.414789 -0.312803 -2.773282 0.2 -0.1 -1.3
O -0.171818 -0.684034 -3.899158 -0.2 0.3 0.6
O 0.625161 0.132599 -1.986164 -0.8 0.1 0.5
O -0.907675 -1.281809 -0.150992 1.1 -0.6 -1.2
B -1.256076 -2.043521 1.060314 -1.9 1.2 1.0
C -1.193597 -1.161255 2.473376 0.1 0.0 -0.8
N -0.302683 -3.289583 1.383832 1.5 0.9 -1.3
C 0.846518 -2.937085 1.325789 -0.2 -1.0 0.6
S 2.397472 -2.515501 1.404111 -0.5 -0.1 -0.2
O -2.667413 -2.374333 0.774629 0.4 0.0 0.0
C -3.097981 -1.968568 -0.512919 -0.5 -1.1 2.4
C -4.590331 -1.604022 -0.239130 -0.4 0.4 -0.3
N -5.256175 -2.657915 0.572988 -0.6 0.3 -1.0
C -3.065167 -3.329018 -1.332678 1.0 -0.2 -0.8
F -4.262543 -3.531300 -2.013031 0.0 0.4 0.2
F -2.969722 -4.396021 -0.498112 -0.2 0.2 0.0
C -1.947658 -3.503064 -2.360783 -0.6 0.3 -0.9
C -2.283210 -3.528319 -3.711935 -0.2 0.0 -0.3
C -1.313099 -3.720051 -4.674484 0.3 -0.1 -0.9
C 0.025492 -3.856516 -4.356085 -0.2 0.0 0.1
C 0.360979 -3.797120 -3.013732 0.6 -0.8 -0.6
C 1.825558 -3.902954 -2.637473 -0.9 2.0 0.1
F 2.557089 -4.561595 -3.555662 0.1 -0.5 0.4
F 2.326688 -2.636773 -2.618557 0.3 -0.3 0.0
F 2.019764 -4.388385 -1.410237 0.3 -0.7 -0.4
C -0.609329 -3.643318 -2.048827 0.5 0.0 1.4
H -0.698304 2.245020 2.060199 -0.3 0.2 0.0
H -1.561608 3.462354 1.015660 0.3 -0.3 0.2
H -2.478037 2.181914 1.791862 0.3 0.0 0.0
H -0.275422 1.023130 0.199549 -0.2 -0.1 -0.8
H -3.226957 1.007181 -0.560892 0.2 0.0 0.3
H -2.857806 0.263162 0.971100 0.7 0.0 -0.1
H -2.400720 -0.979410 -2.949761 0.3 0.3 0.0
H -2.280507 0.700042 -2.448011 0.2 -0.4 0.3
H 0.902775 1.020681 -2.240148 0.0 -0.1 -0.3
H -0.515163 -0.309017 2.285424 -0.1 -0.2 0.4
H -0.811624 -1.769425 3.304504 -0.2 0.4 -0.1
H -2.197523 -0.766428 2.689951 0.3 -0.1 0.2
H -5.148557 -1.411958 -1.174939 0.3 -0.1 0.2
H -4.688615 -0.680466 0.347484 0.6 -0.2 -0.2
H -5.829465 -3.186991 -0.082917 0.2 -0.3 0.2
H -5.937782 -2.191048 1.165260 0.2 -0.1 0.1
H -3.299173 -3.401770 -4.076635 0.1 0.0 0.4
H -1.578092 -3.765179 -5.732509 -0.1 0.1 0.3
H 0.766569 -4.006764 -5.137578 -0.1 0.1 0.2
H -0.274334 -3.635349 -1.012882 -0.3 0.0 -0.1
C 0.764040 5.203634 -0.266176 -0.3 -0.3 0.0
O 1.226817 3.868964 -0.137376 0.3 0.1 -0.1
H 1.583744 5.879548 -0.029578 0.0 0.0 0.0
H 0.429554 5.385597 -1.292866 0.0 0.2 0.0
H -0.060782 5.380001 0.430088 0.0 0.2 -0.1
H 0.483104 3.292664 -0.347159 0.0 0.0 0.0
C -2.681015 3.263413 -5.044985 0.2 0.0 0.3
O -2.761184 2.691862 -3.746406 0.0 0.1 -0.1
H -3.533657 2.917501 -5.625266 0.0 0.0 0.1
H -2.709063 4.355366 -4.980989 0.0 0.0 -0.2
H -1.758430 2.949202 -5.540697 -0.1 0.1 -0.2
H -2.000684 3.005787 -3.245416 -0.1 -0.1 0.2
C 4.317227 6.481236 -1.078582 -0.1 -0.5 0.1
O 4.792094 5.204478 -0.675681 0.0 0.1 0.0
H 5.168372 7.153074 -1.170570 0.0 -0.1 0.0
H 3.812770 6.402377 -2.045952 0.0 0.2 0.0
H 3.626896 6.875728 -0.328030 0.0 0.2 -0.1
H 4.027920 4.621149 -0.598077 0.1 0.0 0.0
C -2.991682 6.852420 0.783491 0.2 0.0 0.2
O -2.357405 6.051751 1.779211 -0.1 -0.1 -0.1
H -3.258889 6.210756 -0.053893 0.0 -0.1 0.1
H -3.898003 7.308804 1.192580 -0.1 0.1 -0.2
H -2.309438 7.629973 0.440831 -0.2 0.1 -0.1
H -2.129518 6.632970 2.509574 0.1 -0.1 0.0
C 4.403926 -2.427252 4.462907 0.1 0.3 0.2
O 3.551140 -1.388718 4.951602 0.1 -0.2 0.0
H 3.799231 -3.150326 3.924791 -0.1 0.1 0.0
H 5.153041 -2.008617 3.785262 0.1 -0.2 0.0
H 4.898565 -2.924578 5.304562 0.1 -0.1 -0.1
H 4.106617 -0.762650 5.423566 -0.1 0.1 0.0
C 2.269426 -2.546683 8.172529 0.0 -0.1 -0.5
O 1.668061 -2.458076 6.895291 -0.2 -0.2 0.4
H 1.545665 -2.219847 8.917362 0.0 0.0 0.0
H 2.561763 -3.580363 8.387594 0.1 0.0 0.2
H 3.152317 -1.899382 8.222696 0.0 0.0 0.2
H 2.321723 -2.743918 6.248587 -0.1 0.4 -0.2
C 4.976686 -7.185701 -3.512376 -0.2 0.2 0.3
O 4.453187 -7.486323 -2.224990 0.1 -0.1 0.0
H 5.508320 -8.060772 -3.881259 0.0 0.0 0.1
H 4.162916 -6.942324 -4.200187 0.1 0.0 -0.1
H 5.671245 -6.343731 -3.448889 0.0 0.0 -0.2
H 3.986729 -6.703610 -1.913781 0.0 0.0 0.0
C 3.354677 -6.586322 3.255952 -0.1 0.0 0.3
O 3.531002 -5.631349 4.298188 0.1 0.0 0.0
H 3.603557 -6.109316 2.311256 0.0 0.1 0.1
H 4.015844 -7.443992 3.412345 0.0 -0.1 -0.1
H 2.315941 -6.923403 3.224119 0.0 -0.1 -0.2
H 3.306702 -6.063444 5.126571 0.0 0.1 0.0
C -1.208134 10.777525 -0.488216 -0.1 0.1 0.3
O -1.578033 9.853704 0.530653 0.1 0.1 -0.1
H -0.819043 10.215412 -1.333671 0.0 -0.1 0.1
H -2.078865 11.354301 -0.810589 0.1 0.1 -0.1
H -0.433599 11.455860 -0.121360 0.0 0.1 -0.2
H -1.919611 10.364103 1.270112 0.0 -0.1 0.0
```
Forces are in eV/Å.

* M: 773.6 u
* charge: -1
* E_HOMO: -0.18576 hartree
* LUMO: 1.641 eV
* max |F|: 3.0 eV/A



(2)
Density functional theory data (the ωB97M-V functional and the def2-TZVPD basis) for the molecule C19H23N3O2.

```
47
Properties=species:S:1:pos:R:3:forces:R:3
C 6.885922 1.029409 0.343397 0.1 0.2 0.0
H 7.889589 0.827625 0.714482 -0.1 0.1 0.0
O 6.146501 -0.141105 0.590002 -0.2 -0.2 0.0
C 4.837804 -0.176917 0.210242 -0.1 -0.2 0.0
C 4.162824 -1.370730 0.466002 0.3 0.1 0.0
C 2.834208 -1.509720 0.123930 0.0 0.1 -0.1
C 2.144747 -0.469687 -0.487644 0.0 0.0 0.0
C 2.820907 0.715375 -0.738536 -0.1 -0.2 0.0
C 4.152473 0.870747 -0.395774 0.3 0.1 0.0
H 4.643133 1.807345 -0.609432 0.1 0.1 0.0
H 2.293835 1.530533 -1.212273 -0.1 0.1 0.0
C 0.693130 -0.601515 -0.855082 0.0 -0.1 -0.2
N -0.089231 0.448155 -0.234587 0.1 0.0 0.2
C -1.073123 1.081875 -0.930259 0.2 0.3 0.1
O -1.258532 0.890181 -2.116727 -0.1 -0.2 -0.4
N -1.807357 2.029851 -0.240722 -0.1 0.2 0.0
C -3.163858 2.247998 -0.702899 0.0 0.0 -0.2
H -3.217942 1.868523 -1.723422 0.0 0.1 0.1
C -4.135717 1.502638 0.252475 0.0 0.0 0.0
N -3.428442 0.550895 1.083827 -0.2 0.1 0.2
C -3.054391 -0.689356 0.566044 -0.1 -0.3 0.0
C -2.434799 -1.632251 1.394618 0.1 0.0 0.1
C -2.068552 -2.874394 0.916207 0.1 0.0 0.0
C -2.323327 -3.227323 -0.397567 0.0 -0.1 -0.1
C -2.971323 -2.320251 -1.216770 0.1 -0.2 0.0
C -3.335739 -1.073215 -0.747840 -0.1 0.2 0.1
H -3.817427 -0.395379 -1.432031 0.0 0.1 -0.1
H -3.186328 -2.576573 -2.243425 0.0 0.0 -0.1
H -2.028247 -4.195267 -0.773119 0.0 -0.1 0.0
H -1.583670 -3.574173 1.582389 0.0 -0.1 0.1
H -2.250989 -1.407334 2.435072 0.0 0.0 0.1
C -2.526825 1.247586 1.978993 0.0 0.0 0.1
H -3.119718 1.758082 2.746611 0.1 0.0 0.0
C -1.688648 2.283631 1.175273 0.0 -0.1 0.0
H -0.640839 2.283607 1.477211 -0.1 0.1 0.0
H -2.077654 3.293401 1.343267 0.1 -0.1 0.0
H -1.873548 0.535731 2.478605 -0.1 0.0 0.0
H -4.611582 2.216579 0.933078 0.0 -0.1 -0.1
H -4.925145 0.992595 -0.297899 0.0 0.1 0.0
H -3.376881 3.321560 -0.713516 0.0 -0.1 0.0
H -0.091027 0.452778 0.770215 -0.1 0.1 0.0
H 0.548893 -0.486192 -1.933613 0.0 -0.1 0.2
H 0.310029 -1.586436 -0.558984 0.0 0.1 -0.1
H 2.325546 -2.440752 0.328599 -0.1 -0.1 0.0
H 4.705823 -2.175100 0.936513 0.1 -0.1 0.1
H 6.935466 1.256516 -0.726497 0.0 0.0 0.0
H 6.469697 1.889416 0.878547 0.0 0.0 0.0
```
Forces are in eV/Å.

* M: 325.4 u
* E_HOMO: -0.28576 hartree
* LUMO: 0.721 eV
* SMILES: COc1ccc(CNC(=O)N2CCN(c3ccccc3)CC2)cc1
* max |F|: 0.5 eV/A



(3)
Density functional theory data (the ωB97M-V functional and the def2-TZVPD basis) for the molecule C4H5OP.

```
11
Properties=species:S:1:pos:R:3:forces:R:3
C -0.473962 0.213467 0.897131 -0.8 1.2 -0.1
C -1.677031 0.336087 0.025888 0.9 0.6 -0.1
C 0.877374 0.393724 0.213871 -0.9 -2.9 1.7
C 0.553611 -0.752481 -0.769655 2.4 -0.3 -2.3
O -2.397265 1.171871 -0.458488 0.6 -1.5 0.7
P -0.919907 -1.436855 0.131494 -0.9 0.4 -0.6
H -0.421472 0.277941 1.938755 -0.8 0.7 1.6
H 1.142595 1.231484 -0.306981 0.2 2.7 -1.0
H 1.567774 0.288869 1.063135 0.4 -0.6 -0.8
H 0.405152 -0.187126 -1.727256 -0.4 -1.1 0.4
H 1.343132 -1.536985 -1.007894 -0.8 1.0 0.5
```
Forces are in eV/Å.

* M: 100.1 u
* E_HOMO: -0.31526 hartree
* LUMO: 0.338 eV
* SMILES: O=C1[C@@H]2CCP12
* max |F|: 3.5 eV/A



(4)
Density functional theory data (the ωB97M-V functional and the def2-TZVPD basis) for a structure of composition C29H36IN2PPd.

```
70
Properties=species:S:1:pos:R:3:forces:R:3
Pd -0.021417 0.019410 0.402608 -0.4 -0.9 -0.5
C -2.663167 -1.265264 2.681198 0.2 0.2 0.0
C -3.405737 -0.380135 1.677773 0.4 0.1 -0.1
C -4.869528 -0.775001 1.534647 0.2 0.1 -0.1
P -2.323784 -0.405821 0.157577 -0.5 0.1 -0.1
C -3.191976 0.432131 -1.254791 0.3 -0.1 0.3
C -3.497799 1.881170 -0.898196 0.0 -0.2 0.1
C -2.201574 0.329679 -2.412603 0.0 0.0 0.0
C -2.292412 -2.135376 -0.399433 0.5 0.1 0.1
C -3.417826 -2.864746 -0.751352 0.1 -0.2 0.0
C -3.319481 -4.175728 -1.204105 0.0 0.0 -0.1
C -4.524975 -4.975646 -1.596930 0.0 0.0 0.0
C -2.047969 -4.745937 -1.306099 -0.1 0.1 0.0
C -0.916101 -4.041647 -0.981390 0.3 0.2 0.1
C -0.995040 -2.706176 -0.525678 -1.1 -1.0 -0.4
N 0.091175 -1.959545 -0.292194 0.1 2.2 0.9
C 1.396776 -2.422938 -0.368118 1.3 -0.9 -0.4
C 1.959985 -3.211122 0.654841 -0.5 0.4 -0.2
C 1.165634 -3.449829 1.902775 -0.1 0.1 0.0
C 3.248588 -3.691488 0.498458 0.1 0.0 -0.2
C 3.997998 -3.431969 -0.643660 -0.2 0.0 0.0
C 5.358399 -4.037620 -0.819099 0.0 0.1 0.1
C 3.460583 -2.584162 -1.606297 0.0 -0.1 0.1
C 2.187407 -2.059925 -1.477557 -0.6 0.1 0.3
C 1.610514 -1.101667 -2.478267 0.0 0.2 0.1
H -3.079986 -1.170940 3.681957 -0.1 0.0 0.1
H -1.606364 -0.974963 2.723585 -0.1 -0.1 0.1
H -2.715919 -2.311460 2.376255 0.0 0.0 0.0
H -3.352026 0.662536 2.023104 0.1 -0.1 -0.1
H -4.971234 -1.848726 1.412714 0.0 -0.2 0.0
H -5.342240 -0.283252 0.688493 -0.1 0.1 -0.1
H -5.410164 -0.485155 2.433777 -0.1 0.0 0.1
H -4.114320 -0.105413 -1.500861 0.1 0.0 0.1
H -2.582038 2.394527 -0.603844 0.0 0.1 0.0
H -4.201119 1.940834 -0.070195 -0.1 0.1 0.1
H -3.927991 2.402929 -1.751322 0.0 0.1 -0.1
H -1.258809 0.814119 -2.135211 -0.1 -0.1 -0.1
H -2.586925 0.802762 -3.312609 -0.1 0.1 -0.1
H -1.994577 -0.717370 -2.634887 0.1 0.0 -0.1
H -4.396013 -2.406092 -0.697103 -0.1 0.0 0.0
H -5.408802 -4.348815 -1.675565 -0.1 0.0 0.0
H -4.723181 -5.758909 -0.864214 -0.1 0.0 0.0
H -4.359547 -5.462049 -2.556861 -0.1 0.0 -0.1
H -1.951631 -5.760693 -1.668353 0.0 -0.1 0.0
H 0.064475 -4.482203 -1.087624 0.1 -0.1 0.0
H 0.732521 -2.503047 2.239031 0.0 -0.1 0.0
H 1.795799 -3.836724 2.698655 0.0 -0.1 0.0
H 0.345509 -4.149574 1.729967 0.0 0.0 0.0
H 3.688304 -4.282112 1.290872 0.0 -0.1 0.1
H 5.425123 -4.984348 -0.288877 0.1 -0.1 0.0
H 6.128709 -3.375517 -0.423640 0.1 0.0 0.0
H 5.575789 -4.214990 -1.870078 0.0 0.0 -0.1
H 4.039235 -2.333067 -2.485441 0.1 0.0 -0.1
H 2.327662 -0.861311 -3.260325 0.1 0.0 0.0
H 1.324995 -0.165943 -1.963641 0.0 -0.3 -0.3
H 0.714369 -1.518694 -2.943531 0.0 0.1 0.0
I 1.208488 0.683416 2.606233 0.2 0.2 0.5
N 0.247459 2.151865 -0.479728 -0.2 0.8 0.2
C -0.020162 3.253147 -0.256972 0.5 -1.6 -0.4
C -0.339358 4.603581 -0.018375 -0.2 1.1 0.2
C -0.178945 5.538236 -1.048092 0.0 -0.2 0.1
C -0.466186 6.867241 -0.807351 0.0 0.1 0.0
C -0.920680 7.271625 0.438959 0.0 -0.1 0.0
C -1.091207 6.342498 1.454784 0.0 0.1 0.0
C -0.802219 5.008530 1.237775 0.1 -0.1 -0.2
H 0.166077 5.214911 -2.020814 0.0 0.0 0.0
H -0.332111 7.596864 -1.592192 0.0 0.0 -0.1
H -1.152569 8.312062 0.617261 0.0 0.0 0.0
H -1.449052 6.664136 2.420389 0.0 0.0 0.1
H -0.932383 4.281707 2.026707 0.1 -0.1 0.0
```
Forces are in eV/Å.

* M: 676.9 u
* E_HOMO (alpha / beta): -0.25592 / -0.25526 hartree
* LUMO (alpha / beta): 0.042 / -1.606 eV
* 2S+1: 3
* max |F|: 2.4 eV/A